# C18H31F6N2NiO6S4Si4

A structure of composition C18H31F6N2NiO6S4Si4 (the ωB97M-V functional and the def2-TZVPD basis, the Open Molecules 2025 dataset).

```
72
Properties=species:S:1:pos:R:3:forces:R:3
H -2.7662 -0.7104 -2.5923 0.0 0.0 0.0
H -0.2014 3.8233 -4.3005 0.0 0.0 0.0
H -3.1997 3.7826 1.8226 0.0 0.0 0.0
H -4.4285 -0.1199 -2.7818 0.0 0.0 0.0
S 1.1147 0.3411 5.3302 -0.1 0.0 0.0
S -0.1160 -2.9854 -0.4562 0.0 -0.5 0.3
H -0.3835 0.7622 8.0329 0.0 0.0 0.0
H -3.7609 -0.6209 0.5838 0.0 0.0 0.0
F -1.0432 -3.6345 1.9278 0.0 0.0 0.0
H 1.5954 3.7234 1.1712 0.0 0.0 0.0
H -4.1574 3.4550 -0.4541 0.0 0.0 0.1
H 1.8674 3.6613 -1.5691 0.0 0.0 0.0
C -4.2252 0.3211 0.2906 -0.1 0.0 -0.1
C 1.8648 2.7134 -2.1122 0.0 0.0 -0.1
C -2.4317 0.6669 7.3451 0.0 0.0 0.0
C -2.2546 3.4665 2.2694 0.2 0.1 -0.1
H -4.3452 0.5363 6.3910 0.0 0.0 0.0
H -1.7739 3.3144 -3.6866 0.0 0.0 0.0
H 2.4211 2.8568 -3.0435 0.0 0.0 0.0
H -2.8588 0.8215 8.3277 0.0 0.0 0.0
F 0.2312 -5.1305 1.0193 0.0 0.0 0.0
C -0.5672 0.0831 3.5760 0.0 0.0 -0.1
N 1.0386 -2.3093 0.4435 -0.2 -0.3 0.3
H -2.4009 2.4857 2.7213 0.0 0.0 0.0
Si -1.0262 1.6492 -0.4904 0.4 -0.3 0.1
H -0.9830 5.9292 0.7535 0.0 0.0 0.0
Si -3.2531 1.2022 -1.0613 0.0 0.1 0.2
Si 0.1028 2.1606 -2.4919 -0.1 0.1 0.1
O 1.7638 -0.8218 5.8658 0.0 0.0 0.0
N 0.7187 0.1009 3.7449 0.1 0.0 0.0
C -1.3829 0.2692 4.8203 0.0 0.0 0.1
H 0.8047 0.9739 -4.5454 0.0 0.0 0.0
C -1.0507 0.6338 7.1910 0.0 0.0 0.0
Ni 0.0763 -0.1728 0.4334 -0.4 0.3 -0.2
H -1.9574 5.1712 -0.5162 0.0 0.0 0.0
C -0.5622 0.4328 5.9179 0.1 0.0 -0.1
S -1.3992 -0.1135 2.1040 0.1 -0.1 -0.2
H -3.6003 3.4573 -2.1301 0.0 0.0 0.0
O 3.1155 -2.4704 -1.0802 0.0 0.0 -0.1
C 3.2155 -0.8290 0.9425 0.1 -0.2 0.1
Si -0.8636 3.4624 0.9811 -0.3 0.1 -0.1
C -2.7591 0.3051 4.9727 0.0 0.0 0.0
H -5.1379 2.6923 -1.7096 0.0 0.0 0.0
F 3.5964 -1.6928 1.8732 -0.1 0.0 0.0
O 1.5757 -0.4962 -1.0707 0.3 0.0 0.2
O 1.7600 1.6136 5.4926 0.0 0.0 0.0
F 2.5636 0.1739 1.5022 0.0 0.1 0.1
C -3.3883 0.1849 -2.6365 0.0 0.0 0.0
C 0.7864 3.4863 1.8672 0.1 -0.1 0.0
C 0.1149 0.7409 -3.7284 0.0 0.0 0.0
H -5.2331 0.1050 -0.0790 0.0 0.0 0.0
F -1.7827 -4.8306 0.2816 0.0 0.0 0.0
H 1.0229 2.5255 2.3267 0.0 0.0 0.1
H 2.3912 1.9705 -1.5115 0.0 0.0 0.0
S 2.2007 -1.6405 -0.3740 0.0 0.7 -0.4
C -1.0205 5.1011 0.0383 0.1 0.0 0.2
C -0.7059 -4.2166 0.7848 -0.1 0.0 0.0
C -4.1110 2.8647 -1.3696 -0.1 -0.2 -0.1
O 0.3915 -3.7431 -1.5562 -0.1 0.0 -0.1
O -1.2125 -2.0848 -0.6653 -0.2 0.0 -0.1
H -2.0040 4.1760 3.0639 0.0 0.0 0.0
H -4.3138 0.9484 1.1795 0.0 0.0 0.0
F 4.2982 -0.3438 0.3294 0.0 0.0 0.0
H -3.4072 0.1813 4.1150 0.0 0.0 0.0
H 0.7801 4.2433 2.6555 0.0 0.0 0.0
H -3.0848 0.7703 -3.5074 0.0 0.0 0.0
C -0.7613 3.5931 -3.3873 0.1 -0.1 -0.1
H -0.8790 0.6079 -4.1603 0.0 0.0 0.0
C -3.2727 0.5046 6.2475 0.0 0.0 0.0
H -0.8173 4.5010 -2.7866 0.0 0.0 0.0
H -0.1957 5.2343 -0.6652 0.0 0.0 0.0
H 0.4232 -0.2016 -3.2791 0.0 0.0 0.0
```
Positions in Å, forces in eV/Å.

Summary:
Charge ... -1
Gap between HOMO and LUMO (spin up / spin down) ... 7.68 / 7.19 eV
HOMO energy (spin up / spin down) ... -5.89 / -4.99 eV